Run P
ORCA calculation (ωB97M-V/def2-TZVPD) on the molecule C23H29N3O5S.

Atoms and positions in Å:
O: -2.622 -0.139 -2.611
C: -2.058 -0.290 -1.543
C: -1.007 -1.406 -1.404
N: -0.116 -1.360 -0.273
C: -0.473 -2.158 0.887
C: -0.169 -3.652 0.681
C: 1.280 -3.841 0.335
C: 1.690 -3.865 -0.991
C: 3.031 -3.970 -1.313
C: 3.980 -4.053 -0.310
C: 3.580 -4.034 1.016
C: 2.239 -3.928 1.335
C: 1.059 -0.701 -0.243
O: 1.858 -0.807 0.668
C: 1.361 0.220 -1.427
N: 0.384 1.286 -1.450
S: 0.243 2.214 -0.062
O: -0.124 1.330 1.006
O: -0.658 3.273 -0.405
C: 1.870 2.891 0.237
C: 2.169 4.127 -0.305
C: 3.431 4.662 -0.104
C: 4.371 3.952 0.628
C: 4.056 2.714 1.163
C: 2.794 2.173 0.971
N: -2.360 0.373 -0.423
C: -3.331 1.444 -0.409
C: -4.596 1.029 0.360
C: -5.263 -0.225 -0.235
C: -4.839 -1.334 0.726
C: -4.725 -0.566 2.041
O: -4.253 0.721 1.706
H: -0.452 -1.431 -2.345
H: -1.574 -2.341 -1.350
H: -1.534 -2.015 1.105
H: 0.119 -1.778 1.722
H: -0.799 -4.054 -0.116
H: -0.412 -4.178 1.605
H: 0.953 -3.806 -1.781
H: 3.336 -3.986 -2.350
H: 5.028 -4.131 -0.560
H: 4.317 -4.097 1.803
H: 1.932 -3.904 2.370
H: 1.318 -0.328 -2.370
H: 2.387 0.594 -1.288
H: 0.409 1.869 -2.272
H: 1.405 4.653 -0.855
H: 3.679 5.629 -0.515
H: 5.355 4.370 0.782
H: 4.791 2.165 1.733
H: 2.522 1.210 1.373
H: -1.741 0.333 0.376
H: -2.883 2.321 0.062
H: -3.594 1.677 -1.443
H: -5.286 1.885 0.358
H: -6.348 -0.115 -0.229
H: -4.932 -0.402 -1.255
H: -3.867 -1.734 0.436
H: -5.557 -2.149 0.782
H: -5.712 -0.487 2.523
H: -4.022 -1.007 2.751

LUMO energy: 0.47 eV
SMILES: O=C(CN(CCc1ccccc1)C(=O)CNS(=O)(=O)c1ccccc1)NC[C@H]1CCCO1
HOMO-LUMO gap: 9.413 eV



Run Q
ORCA calculation (ωB97M-V/def2-TZVPD) on the molecule C23H29N3O5S.

Atoms and positions in Å:
C: -5.414 -1.884 0.483
C: -6.028 -0.673 1.176
C: -5.825 0.628 0.397
C: -4.353 0.913 0.112
C: -4.108 2.335 -0.385
C: -2.643 2.512 -0.769
O: -1.864 2.378 0.409
C: -0.549 2.112 0.303
C: 0.185 2.142 -0.881
C: 1.536 1.855 -0.872
C: 2.189 1.563 0.318
N: 3.576 1.244 0.298
C: 4.491 1.839 -0.561
O: 4.250 2.712 -1.348
C: 5.852 1.231 -0.279
C: 5.540 -0.013 0.543
N: 5.449 -1.162 -0.354
C: 4.677 -2.294 0.139
C: 3.199 -2.059 -0.063
C: 2.752 -1.451 -1.231
C: 1.403 -1.210 -1.423
C: 0.512 -1.573 -0.436
S: -1.225 -1.314 -0.666
N: -1.690 -2.826 -1.255
O: -1.871 -1.139 0.600
O: -1.456 -0.356 -1.712
C: 0.932 -2.181 0.729
C: 2.280 -2.430 0.912
C: 4.157 0.295 1.113
O: 3.679 -0.197 2.101
C: 1.469 1.550 1.508
C: 0.118 1.813 1.495
H: -4.330 -1.800 0.476
H: -5.771 -1.960 -0.543
H: -5.686 -2.797 1.009
H: -5.578 -0.569 2.165
H: -7.101 -0.838 1.313
H: -6.376 0.578 -0.546
H: -6.246 1.451 0.980
H: -3.981 0.218 -0.642
H: -3.763 0.752 1.015
H: -4.725 2.541 -1.263
H: -4.366 3.054 0.394
H: -2.472 3.504 -1.212
H: -2.362 1.737 -1.490
H: -0.290 2.376 -1.819
H: 2.087 1.879 -1.797
H: 6.450 1.956 0.275
H: 6.361 1.005 -1.215
H: 6.242 -0.181 1.376
H: 6.387 -1.457 -0.604
H: 4.972 -3.171 -0.445
H: 4.871 -2.508 1.201
H: 3.475 -1.158 -1.978
H: 1.029 -0.736 -2.316
H: -1.989 -2.779 -2.215
H: -2.390 -3.258 -0.674
H: 0.201 -2.430 1.480
H: 2.625 -2.889 1.826
H: 1.963 1.323 2.439
H: -0.454 1.796 2.409

LUMO energy: 0.38 eV
SMILES: CCCCCCOc1ccc(N2C(=O)C[C@H](NCc3ccc(S(N)(=O)=O)cc3)C2=O)cc1
HOMO-LUMO gap: 8.420 eV



run Q has the most favorable energy; the next structure is 0.0075 hartree above.



Run P
ORCA calculation (ωB97M-V/def2-TZVPD) on a 2-piece molecular cluster, C3H10S2 overall.

Atoms and positions in Å:
C: -0.370 0.716 0.292
C: -1.100 2.055 0.378
S: -1.140 3.069 -1.136
H: -0.527 0.075 1.323
H: 0.638 0.706 0.000
H: -0.998 -0.003 -0.426
H: -2.160 2.043 0.678
H: -0.648 2.598 1.133
H: -1.065 2.005 -1.961
C: 0.963 -2.190 -0.370
S: 2.478 -1.739 0.481
H: 0.788 -3.117 -0.858
H: 0.048 -2.169 0.303
H: 0.911 -1.371 -1.143
H: 2.183 -2.678 1.306

LUMO energy: 0.78 eV
SMILES: CCS.CS
HOMO-LUMO gap: 9.761 eV



Run Q
ORCA calculation (ωB97M-V/def2-TZVPD) on a 2-piece molecular cluster, C3H10S2 overall.

Atoms and positions in Å:
C: -1.814 2.131 -0.058
S: -0.025 1.975 -0.424
S: 0.784 3.714 0.417
H: -2.230 3.091 0.026
H: -2.207 1.598 -0.961
H: -2.104 1.432 0.811
H: -0.241 4.174 1.263
C: 1.252 -2.999 -0.194
C: 0.720 -1.589 -0.013
H: 0.770 -3.721 0.458
H: 0.994 -3.182 -1.186
H: 2.377 -3.045 -0.226
H: 1.235 -0.947 -0.682
H: 0.915 -1.126 0.973
H: -0.428 -1.506 -0.205

LUMO energy: 0.51 eV
SMILES: CSS.CC
HOMO-LUMO gap: 8.657 eV



run Q has the most favorable energy; the next structure is 0.0132 hartree above.



Run P
ORCA calculation (ωB97M-V/def2-TZVPD) on the molecule C12H16N2.

Atoms and positions in Å:
C: 3.616 -1.335 -0.356
N: 2.395 -0.482 -0.404
C: 2.507 0.677 0.465
C: 1.585 1.885 -0.056
C: 0.220 1.255 -0.343
N: -1.230 1.820 -0.159
C: -2.101 0.777 -0.052
C: -3.510 1.095 -0.124
C: -4.316 -0.112 -0.108
C: -3.648 -1.486 -0.004
C: -2.401 -1.679 0.035
C: -1.576 -0.532 0.109
C: 0.007 -0.170 0.361
C: 1.153 -1.159 -0.015
H: 4.466 -0.468 -0.095
H: 3.573 -1.890 -1.445
H: 3.722 -2.228 0.536
H: 2.505 0.414 1.603
H: 3.450 1.308 0.429
H: 2.173 2.314 -0.772
H: 1.636 2.767 0.713
H: 0.158 0.908 -1.484
H: -1.433 2.780 0.274
H: -3.867 2.042 -0.557
H: -5.346 -0.038 -0.168
H: -4.296 -2.334 0.000
H: -1.909 -2.730 0.251
H: 0.251 0.170 1.431
H: 1.252 -1.809 0.849
H: 0.967 -1.761 -0.911

LUMO energy: 0.99 eV
SMILES: CN1CC[C@@H]2Nc3ccccc3[C@H]2C1
HOMO-LUMO gap: 8.337 eV



Run Q
ORCA calculation (ωB97M-V/def2-TZVPD) on a 2-piece molecular cluster, C12H16N2 overall.

Atoms and positions in Å:
C: -0.521 -3.241 -1.415
C: 0.431 -2.138 -0.925
C: 0.823 -2.288 0.494
C: 0.023 -2.294 1.607
N: 0.863 -2.221 2.698
C: 2.134 -2.146 2.200
N: 2.134 -2.139 0.901
H: -0.115 -4.239 -1.234
H: -0.602 -3.131 -2.496
H: -1.482 -3.324 -0.903
H: 1.333 -2.167 -1.547
H: 0.065 -1.150 -1.184
H: -1.024 -2.170 1.836
H: 0.546 -2.260 3.646
H: 3.023 -2.158 2.797
C: 1.444 1.930 0.427
C: 0.111 2.273 -0.158
C: -0.894 1.320 -0.343
C: -2.154 1.687 -0.796
C: -2.355 3.006 -1.235
C: -1.372 3.968 -1.097
C: -0.143 3.576 -0.565
H: 1.813 0.939 0.159
H: 1.338 1.953 1.520
H: 2.264 2.607 0.190
H: -0.664 0.305 -0.042
H: -2.946 0.963 -0.914
H: -3.252 3.269 -1.782
H: -1.511 5.007 -1.356
H: 0.692 4.261 -0.485

LUMO energy: 0.82 eV
SMILES: CCc1c[nH]cn1.Cc1ccccc1
HOMO-LUMO gap: 9.484 eV



run Q has the most favorable energy; the next structure is 0.1826 hartree above.



Run P
ORCA calculation (ωB97M-V/def2-TZVPD) on the molecule C19H23BN2O4S.

Atoms and positions in Å:
C: 2.158 -3.132 -4.019
C: 1.473 -2.677 -3.058
C: 1.173 -1.212 -2.853
O: 1.043 -0.524 -3.843
N: 0.846 -0.818 -1.593
C: 0.777 -1.859 -0.572
C: 0.770 -1.249 0.753
O: 1.853 -0.948 1.246
N: -0.398 -1.139 1.404
C: -0.670 -0.539 2.746
C: -2.165 -0.383 2.856
C: -2.711 0.727 1.978
C: -3.934 1.479 2.352
C: -4.425 2.258 1.384
S: -3.291 2.289 0.085
C: -2.204 1.174 0.832
B: -0.166 -1.672 3.742
O: 1.144 -2.068 3.623
O: -1.017 -2.127 4.717
C: 0.333 0.565 -1.417
C: -0.933 0.879 -1.954
C: -1.297 2.184 -2.107
C: -0.536 3.122 -1.455
C: 0.668 2.815 -0.833
C: 1.172 1.553 -0.769
C: 2.585 1.286 -0.413
C: 3.539 1.206 -1.596
H: 2.385 -4.123 -4.197
H: 2.424 -2.526 -4.861
H: 0.929 -3.440 -2.492
H: -0.175 -2.368 -0.650
H: 1.589 -2.651 -0.596
H: -1.224 -1.585 1.056
H: -0.110 0.403 2.975
H: -2.463 -0.325 3.955
H: -2.569 -1.271 2.456
H: -4.489 1.362 3.237
H: -5.428 2.720 1.323
H: -1.223 0.861 0.391
H: 1.612 -1.681 2.878
H: -0.703 -2.717 5.433
H: -1.552 0.055 -2.273
H: -2.296 2.369 -2.442
H: -0.823 4.155 -1.479
H: 1.220 3.647 -0.502
H: 2.764 0.343 0.122
H: 2.964 2.036 0.312
H: 4.532 0.967 -1.411
H: 3.153 0.437 -2.271
H: 3.694 2.141 -2.202

LUMO energy: 0.30 eV
SMILES: C=CC(=O)N(CC(=O)N[C@@H](Cc1ccsc1)B(O)O)c1ccccc1CC
HOMO-LUMO gap: 9.101 eV



Run Q
ORCA calculation (ωB97M-V/def2-TZVPD) on the molecule C19H23BN2O4S.

Atoms and positions in Å:
C: 1.089 -2.107 2.136
C: 0.430 -1.861 0.997
C: 1.035 -1.111 -0.137
O: 2.231 -0.991 -0.232
N: 0.155 -0.580 -1.120
C: 0.883 0.284 -2.191
C: 1.272 1.595 -1.514
O: 0.737 2.596 -2.030
N: 1.975 1.659 -0.279
C: 2.209 2.858 0.556
C: 1.294 2.936 1.701
C: -0.225 2.873 1.333
C: -1.165 2.167 2.182
C: -2.437 2.345 1.767
S: -2.547 3.309 0.307
C: -0.846 3.453 0.249
B: 3.664 2.795 1.208
O: 4.402 1.622 0.990
O: 4.102 3.763 2.064
C: -1.251 -1.056 -1.244
C: -2.199 -0.127 -0.701
C: -3.476 -0.459 -0.486
C: -3.926 -1.808 -0.708
C: -2.949 -2.728 -1.132
C: -1.640 -2.386 -1.380
C: -0.466 -3.415 -1.458
C: -0.877 -4.737 -2.141
H: 0.631 -2.684 2.996
H: 2.130 -1.777 2.197
H: -0.460 -2.470 0.800
H: 1.718 -0.273 -2.635
H: 0.170 0.333 -3.015
H: 2.039 0.865 0.271
H: 2.097 3.683 -0.153
H: 1.495 2.060 2.344
H: 1.351 3.857 2.206
H: -0.849 1.503 2.983
H: -3.315 1.814 2.192
H: -0.508 4.143 -0.517
H: 4.008 0.838 0.551
H: 4.886 3.597 2.511
H: -1.711 0.875 -0.510
H: -4.133 0.184 0.026
H: -4.923 -2.132 -0.444
H: -3.399 -3.690 -1.384
H: -0.085 -3.585 -0.463
H: 0.395 -2.940 -1.951
H: -1.269 -5.295 -1.295
H: -0.137 -5.374 -2.591
H: -1.606 -4.421 -2.854

LUMO energy: 0.26 eV
SMILES: C=CC(=O)N(CC(=O)N[C@@H](Cc1ccsc1)B(O)O)c1ccccc1CC
HOMO-LUMO gap: 8.887 eV



run P has the most favorable energy; the next structure is 0.0110 hartree above.



Run P
ORCA calculation (ωB97M-V/def2-TZVPD) on C4H2N4 as an isolated structure.

Atoms and positions in Å:
C: -0.436 -0.660 -1.643
C: -0.924 0.442 -0.041
C: 1.063 0.439 1.357
C: 0.578 -0.004 0.019
H: -0.464 -1.454 -2.485
H: 1.976 0.560 1.730
N: -1.473 -0.030 -1.158
N: -1.237 0.553 1.390
N: 0.025 0.907 1.794
N: 0.891 -0.753 -0.961

LUMO energy: -2.24 eV
HOMO-LUMO gap: 7.356 eV



Run Q
ORCA calculation (ωB97M-V/def2-TZVPD) on the molecule C4H2N4.

Atoms and positions in Å:
N: 3.317 -0.851 0.500
C: 2.351 -0.055 -0.022
C: 1.429 1.059 -0.033
N: 0.097 0.898 -0.143
N: -0.029 -0.459 -0.286
C: -1.305 -0.674 -0.434
C: -2.551 -0.189 0.098
N: -3.692 0.136 0.535
H: 1.880 1.878 0.166
H: -1.497 -1.743 -0.381

LUMO energy: -2.31 eV
SMILES: N#C/C=N\N=C/C#N
HOMO-LUMO gap: 8.254 eV



run P has the most favorable energy; the next structure is 0.0381 hartree above.



Run P
ORCA calculation (ωB97M-V/def2-TZVPD) on the molecule C3H4BrF3.

Atoms and positions in Å:
C: -0.145 0.075 0.441
C: 1.102 -0.592 -0.174
C: 2.213 0.458 -0.286
F: 0.812 -1.127 -1.431
F: 2.071 1.370 -1.157
F: 5.692 -0.789 0.056
Br: 3.881 0.243 0.342
H: -0.997 -0.452 0.359
H: -0.284 1.120 0.059
H: 0.137 0.365 1.522
H: 1.340 -1.464 0.449

LUMO energy (spin up / spin down): -1.87 / -1.87 eV
HOMO-LUMO gap (spin up / spin down): 8.054 / 8.059 eV



Run Q
ORCA calculation (ωB97M-V/def2-TZVPD) on the molecule C3H4BrF3.

Atoms and positions in Å:
C: -0.649 -0.736 0.795
C: 0.372 -0.598 -0.263
F: -0.056 -1.282 -1.423
C: 0.451 0.996 -0.678
F: -0.685 1.416 -1.272
F: 1.463 1.330 -1.534
Br: 0.802 2.030 0.931
H: -1.727 -0.305 0.563
H: -0.476 -0.151 1.809
H: -0.845 -1.807 1.206
H: 1.351 -0.893 -0.132

LUMO energy: 0.61 eV
SMILES: C[C@@H](F)C(F)(F)Br
HOMO-LUMO gap: 11.569 eV



run Q has the most favorable energy; the next structure is 0.1231 hartree above.